[1]
A structure of composition C2H3FOTm at a distorted geometry. Source: the OMol25 dataset; level of theory: ωB97M-V with the def2-TZVPD basis set.

Geometry as XYZ:
```
8
Properties=species:S:1:pos:R:3:forces:R:3:lowdin_spin:R:1
C 0.589 1.289 0.677 1.59 0.77 0.73 0.00
C 0.625 1.348 -0.680 -0.87 -1.60 -0.41 0.00
H -0.163 1.787 1.295 0.01 -0.43 0.06 0.00
F 1.643 0.856 1.349 -1.42 0.09 -0.72 0.00
H -0.157 1.929 -1.179 0.26 0.16 0.05 0.00
H 1.518 1.018 -1.222 -0.02 0.37 0.10 0.00
O -1.346 -1.249 0.991 0.67 0.45 -2.77 1.02
Tm -0.828 -0.931 -1.035 -0.22 0.18 2.97 1.98
```
Positions in Å, forces in eV/Å.

Calculated values
Max |F| (eV/Å): 2.98
Total charge: +2
Spin multiplicity: 4
HOMO level (alpha / beta) (eV): -20.59 / -20.54
Kohn-Sham gap (alpha / beta) (eV): 8.76 / 7.76
Energy above the lowest of the compared OMol25 structures with the same formula, charge and spin (kcal/mol): 3.5

=====

[2]
The molecule C5H8N2. Source: the OMol25 dataset; level of theory: ωB97M-V with the def2-TZVPD basis set.

Geometry as XYZ:
```
15
Properties=species:S:1:pos:R:3:forces:R:3:mulliken_charge:R:1
C 2.459 -0.256 0.178 0.13 -0.33 -0.29 -1.17
C 1.040 0.074 -0.249 -0.05 0.08 0.82 0.40
C 0.558 1.267 0.300 -0.18 0.36 0.13 -0.35
N -0.750 1.283 0.487 -0.18 0.17 -0.53 -0.88
N -1.155 0.112 -0.029 -0.01 -0.03 -0.28 0.63
C -2.557 -0.249 -0.134 -0.07 -0.01 -0.10 -0.78
C -0.131 -0.630 -0.525 0.15 -0.02 0.31 -0.49
H 3.250 0.158 -0.452 -0.13 -0.22 -0.19 0.29
H 2.568 -1.332 0.275 0.29 -0.15 -0.20 0.35
H 2.651 0.151 1.192 -0.31 -0.17 -0.55 0.32
H 1.226 2.088 0.526 -0.44 0.10 0.50 0.46
H -2.975 0.114 -1.076 -0.04 0.01 0.10 0.29
H -3.138 0.159 0.697 0.33 0.05 -0.11 0.29
H -2.634 -1.340 -0.108 0.00 0.19 -0.01 0.28
H -0.408 -1.534 -1.062 0.52 -0.01 0.39 0.36
```
Positions in Å, forces in eV/Å.

Calculated values
Max |F| (eV/Å): 0.83
Total charge: 0
Spin multiplicity: 1
HOMO level (eV): -8.74
Kohn-Sham gap (eV): 9.73
Energy above the lowest of the compared OMol25 structures with the same formula, charge and spin (kcal/mol): 28.5

=====

[3]
A cluster of 13 separate species, C4H33NO14 in total at a distorted geometry. Source: the OMol25 dataset; level of theory: ωB97M-V with the def2-TZVPD basis set.

Geometry as XYZ:
```
52
Properties=species:S:1:pos:R:3:forces:R:3:mulliken_charge:R:1
O 1.509 2.356 -0.164 -0.15 -0.23 0.61 -0.56
C 0.549 1.824 -0.637 0.60 1.37 -0.89 0.32
O 0.105 2.230 -1.876 -1.00 -1.16 -0.59 -0.55
C -0.291 0.719 -0.068 0.07 1.23 0.71 1.12
C -0.527 -0.419 -1.024 1.26 -3.57 0.26 1.04
C -1.467 -1.509 -0.392 -1.65 -0.69 -1.79 -1.55
N 0.248 0.422 1.263 0.33 0.08 0.16 -0.08
H 0.011 3.167 -2.068 0.50 0.24 0.67 0.33
H -1.224 1.247 0.159 -0.09 -0.18 -0.56 -1.52
H -0.784 -0.232 -2.051 -0.61 0.99 -0.14 0.95
H 0.450 -1.066 -1.214 -1.58 1.86 0.94 -0.98
H -1.767 -1.356 0.617 0.93 -0.11 0.93 0.37
H -1.043 -2.475 -0.613 0.49 -0.40 0.62 0.47
H -2.539 -1.736 -0.756 1.28 1.25 -0.52 0.16
H -0.137 -0.430 1.648 0.08 -0.03 -0.32 0.27
H 1.269 0.504 1.321 -0.48 -0.32 -0.24 0.40
H -2.737 0.872 2.109 0.37 0.15 -0.77 0.32
H -3.523 -0.350 1.835 -0.03 -0.29 -0.55 0.26
O -2.828 0.166 1.400 -0.80 0.45 1.84 -0.58
H 2.863 -0.400 0.423 0.16 -0.03 -0.08 0.32
H 4.037 0.475 0.856 -0.41 0.01 0.07 0.26
O 3.182 0.137 1.163 0.53 -0.14 -0.11 -0.61
H 1.167 -1.100 2.884 0.26 0.40 0.18 0.29
H 2.614 -1.338 3.435 -0.10 0.27 -0.21 0.30
O 1.851 -1.754 3.027 -0.27 -0.91 0.03 -0.68
H -2.190 2.680 1.709 -0.41 0.53 -0.08 0.37
H -1.537 2.501 3.037 -0.38 0.20 0.42 0.48
O -2.433 2.515 2.636 0.58 -0.35 -0.39 -0.84
H -2.636 2.870 -0.642 0.09 -0.02 -0.01 0.41
H -2.877 4.285 -0.186 0.18 0.13 0.18 0.29
O -2.180 3.618 -0.199 -0.21 -0.12 -0.17 -0.66
H 2.948 -0.155 -2.844 0.21 -0.84 0.96 0.47
H 4.361 -0.471 -2.263 -0.04 -0.23 0.06 0.26
O 3.445 -0.770 -2.207 0.15 0.69 -0.47 -0.62
H -3.615 0.846 -1.653 0.18 -0.24 0.14 0.31
H -3.290 0.937 -0.089 -0.37 -0.31 -0.44 0.42
O -3.635 1.413 -0.881 -0.01 0.40 0.18 -0.73
H 0.356 1.765 3.234 0.01 0.02 -0.25 0.39
H 0.697 3.059 3.993 -0.07 0.05 -0.07 0.32
O -0.005 2.416 3.854 0.27 -0.23 0.13 -0.76
H 0.512 -4.818 1.770 0.17 0.45 0.37 0.26
H 1.165 -3.342 1.891 0.08 -0.04 0.77 0.35
O 0.908 -4.068 1.319 -0.07 -0.35 -1.02 -0.62
H 0.651 -2.316 -2.927 -0.32 -0.56 0.11 0.36
H -0.582 -2.439 -3.867 -0.01 -0.01 0.17 0.35
O 0.332 -2.149 -3.828 0.33 0.22 -0.01 -0.70
H 1.106 -0.510 -3.508 -0.57 0.56 -0.17 0.41
H 1.106 1.079 -3.105 -0.38 -0.51 0.04 0.32
O 1.580 0.339 -3.512 0.54 0.40 -0.57 -0.82
H 2.222 -2.865 -1.502 0.00 -0.08 0.42 0.23
H 1.266 -3.505 -0.387 0.18 -0.03 0.00 0.26
O 1.334 -2.869 -1.119 0.18 0.02 -0.59 -0.56
```
Positions in Å, forces in eV/Å.

Calculated values
Max |F| (eV/Å): 3.80
Total charge: 0
Spin multiplicity: 1
HOMO level (eV): -9.59
Kohn-Sham gap (eV): 9.86
Energy above the lowest of the compared OMol25 structures with the same formula, charge and spin (kcal/mol): 65.7

=====

What are the DFT total energy values for these records? In order: -36393.563, -8293.760, -34839.612 eV.